C20H31GaO3 | the ωB97M-V functional and the def2-TZVPD basis

Electronic energy: -79753.9285 eV
Charge: 0
Orbital gap (alpha / beta): 6.258 / 5.214 eV

Element x y z (Å)
Ga 0.2818 0.4825 0.0221
O 0.5222 0.3203 -7.9087
O 0.4042 0.6080 -2.2612
O 0.3304 0.1084 2.2253
C 0.1418 0.1755 3.6090
C -1.7759 1.4659 0.1520
C -2.4221 -0.4470 1.2710
C 1.5590 -1.0568 -9.6863
C 0.5604 1.8635 -4.2481
C 1.3495 -1.6370 1.6075
C 1.9853 -1.1623 -0.5747
C 0.8365 -2.0515 -0.6186
C -0.0257 -0.2894 -3.3576
C 2.3493 -1.0034 0.8009
C 0.1172 1.0233 -9.9627
C -0.8778 -1.2197 -9.2219
C -2.0696 0.8810 1.4359
C -2.4957 -0.7210 -0.1251
C 0.3331 -0.3126 -9.2008
C -0.3140 0.6320 -4.5299
C 0.5137 -2.3986 0.7207
C 0.3546 1.6346 -8.5803
C 0.5282 1.9903 -2.7330
C -2.2102 0.4623 -0.8289
H -0.3480 2.5615 -2.3832
H -2.6325 -1.1214 2.1065
H -1.0283 -1.6020 -10.2400
H 1.7850 -1.9144 -9.0412
H -0.4154 1.0805 3.9227
H -1.7803 -0.6806 -8.9200
H -2.5249 0.6986 -1.8460
H -0.1228 0.1897 -5.5112
H -0.4342 -0.7420 3.8235
H -1.3682 0.9230 -4.4687
H 3.1788 -0.4279 1.1935
H 0.2358 2.7695 -4.7688
H 2.6305 -0.9252 -1.4241
H -0.2782 -3.0558 1.0445
H 0.4543 -2.5244 -1.5234
H -0.8923 1.1502 -10.3482
H -2.8718 -1.6512 -0.5460
H 1.4133 -1.8260 2.6808
H 1.5900 1.6314 -4.5432
H -2.0497 1.3650 2.4142
H -0.5127 2.1838 -8.1715
H -0.8991 -0.8643 -3.0165
H 1.3678 -1.4425 -10.6967
H 1.4423 2.4137 -2.2925
H 0.8919 1.2445 -10.6929
H 1.0972 0.1146 4.1729
H 2.4312 -0.3992 -9.7319
H 1.2783 2.2371 -8.5002
H 0.8020 -0.9803 -3.5692
H -1.6694 2.5261 -0.0753
H -0.7308 -2.0829 -8.5598